No. 1
52
Properties=species:S:1:pos:R:3:nbo_charge:R:1 method="wB97M-V/def2-TZVPD" homo_energy_ev=-8.9 total_energy_ha=-1507.965286 charge=0 homo_lumo_gap_ev=8.629 smiles=NCCNCCS.O.O.O.O.O.O.O.O.O.O.O e_above_lowest_kcal_mol=146.94
C 0.20 0.12 0.12 -0.2451
N -0.67 1.24 0.43 -0.7039
C -2.18 0.99 0.13 -0.2656
C -2.84 2.24 0.34 -0.5248
S -3.76 2.79 -1.17 -0.0617
C 1.45 0.17 1.04 -0.2641
N 1.33 -0.47 2.27 -0.9044
H 0.77 0.28 -0.90 0.1590
H -0.14 -0.86 -0.15 0.1960
H -0.39 1.50 1.42 0.4019
H -2.07 0.69 -0.91 0.1917
H -2.76 0.14 0.77 0.2303
H -2.02 2.99 0.72 0.2454
H -3.71 2.25 1.05 0.2170
H -3.52 1.76 -2.03 0.1226
H 1.87 1.30 1.17 0.2397
H 2.13 -0.47 0.41 0.1905
H 1.78 -0.25 3.11 0.3851
H 0.24 -0.47 2.55 0.3641
H -0.22 0.09 -3.22 0.4635
H -0.10 -1.16 -4.23 0.4992
O -0.27 -0.27 -4.07 -0.9555
H -2.10 0.30 4.30 0.4786
H -2.20 -1.04 3.47 0.4815
O -1.76 -0.61 4.13 -0.9681
H 3.38 -2.99 -0.11 0.4924
H 2.33 -2.07 0.65 0.4953
O 2.76 -2.28 -0.19 -0.9688
H 1.63 -3.21 -2.92 0.4744
H 2.37 -2.49 -1.90 0.4781
O 2.49 -2.87 -2.76 -0.9804
H 1.15 1.03 -3.08 0.4538
H 1.72 1.73 -4.26 0.4824
O 1.79 1.78 -3.23 -0.9430
H -4.08 -1.49 2.35 0.4870
H -3.06 -2.36 1.65 0.4765
O -3.18 -1.52 1.91 -0.9377
H 0.06 -2.52 1.46 0.4989
H -0.85 -3.82 1.64 0.4723
O -0.38 -3.32 0.99 -0.9796
H 2.69 2.64 -0.85 0.4880
H 3.63 1.44 -1.05 0.4808
O 3.28 2.09 -0.38 -0.9618
H 1.28 2.80 3.56 0.4990
H 1.19 3.29 1.97 0.4992
O 0.98 2.60 2.63 -0.9808
H 0.40 2.87 0.06 0.4717
H 0.17 2.88 -1.37 0.4736
O 0.48 3.47 -0.68 -0.9549
H -0.61 -4.25 -2.84 0.4890
H -0.49 -3.21 -1.55 0.5130
O -0.19 -3.49 -2.45 -0.9916



No. 2
60
Properties=species:S:1:pos:R:3:lowdin_spin:R:1 method="wB97M-V/def2-TZVPD" homo_energy_ev="-14.4 / -14.4" total_energy_ha=-3221.944074 charge=+2 homo_lumo_gap_ev="6.883 / 7.407" s_squared=8.775 multiplicity=6
C -1.20 -0.34 -6.63 -0.0029
I -1.38 -0.19 -4.38 -0.0062
H -0.19 -0.25 -7.01 0.0000
H -1.83 0.50 -6.95 -0.0003
H -1.66 -1.29 -6.88 -0.0002
Sm -0.03 -0.39 -1.70 5.1095
P 0.48 2.40 -1.41 -0.0129
C -1.07 3.38 -1.35 -0.0003
C 1.52 3.17 -0.15 -0.0031
H 1.63 4.26 -0.31 -0.0006
H 1.33 4.03 -2.96 -0.0003
H 2.50 2.68 -0.18 0.0000
H 2.20 2.43 -3.06 0.0000
H -1.58 3.13 -0.41 0.0000
H 1.08 2.96 0.84 0.0000
C 1.23 2.94 -2.98 -0.0007
H -0.85 4.46 -1.43 -0.0002
H 0.59 2.60 -3.80 0.0001
H -1.72 3.05 -2.18 0.0001
P 0.51 -3.07 -1.00 -0.0229
C -1.03 -4.05 -0.82 -0.0035
C 1.26 -3.80 -2.48 -0.0016
H 2.56 -3.09 0.22 0.0000
H 1.76 -4.70 0.29 -0.0008
H 1.19 -3.32 1.30 0.0000
C 1.60 -3.62 0.34 -0.0032
H 2.22 -3.29 -2.64 0.0000
H 1.38 -4.88 -2.31 -0.0005
H -0.80 -5.13 -0.77 -0.0009
H -1.67 -3.84 -1.69 0.0001
H 0.60 -3.58 -3.33 0.0002
H -1.56 -3.71 0.08 0.0000
Cl 2.45 -0.39 -2.15 -0.0283
C -1.08 -1.85 2.52 -0.0020
P -0.34 -0.58 1.44 -0.0130
C -1.69 0.65 1.59 -0.0011
C -2.81 0.39 0.79 -0.0005
C -3.95 1.19 0.87 0.0000
C -3.96 2.26 1.78 -0.0004
C -2.84 2.55 2.56 -0.0003
C -1.68 1.76 2.45 -0.0003
C 1.07 -0.10 2.51 -0.0022
C 1.00 -0.03 3.92 -0.0005
C 2.17 0.17 4.67 -0.0001
C 3.39 0.35 4.00 0.0000
C 3.46 0.33 2.61 0.0000
C 2.30 0.09 1.87 0.0000
H -1.95 -2.26 2.00 0.0000
H -1.39 -1.36 3.46 -0.0005
H -0.30 -2.59 2.71 0.0000
H -2.80 -0.45 0.08 0.0002
H -4.82 0.98 0.23 0.0000
H -4.86 2.88 1.87 0.0000
H -2.85 3.39 3.26 0.0000
H -0.80 2.03 3.03 0.0000
H 0.06 -0.12 4.46 0.0000
H 2.11 0.19 5.75 0.0000
H 4.28 0.52 4.59 0.0000
H 4.43 0.49 2.10 0.0000
H 2.33 0.06 0.76 0.0002



No. 3
25
Properties=species:S:1:pos:R:3:nbo_charge:R:1 method="wB97M-V/def2-TZVPD" homo_energy_ev=-9.3 total_energy_ha=-3340.103675 charge=0 homo_lumo_gap_ev=9.519 smiles="C[C@@H]1[C@H](S)[C@@H](Br)C=NC[C@H]1C" e_above_lowest_kcal_mol=0.00
C 1.83 0.37 1.73 0.0613
C -0.09 1.56 1.08 -0.2644
C 2.27 -0.49 0.61 -0.3151
C -0.88 0.48 0.30 -0.2259
C -0.01 -0.15 -0.84 -0.2593
C 1.04 -1.17 -0.25 -0.2662
C -2.17 1.24 -0.18 -0.6150
C -0.88 -0.98 -1.82 -0.6067
N 0.87 1.17 2.05 -0.3510
S 0.17 -2.45 0.92 -0.0561
Br 3.37 0.60 -0.62 0.0033
H 2.59 0.34 2.56 0.1776
H 0.46 2.07 0.34 0.2006
H -0.83 2.18 1.59 0.1951
H 3.01 -1.22 1.09 0.2570
H -1.21 -0.42 0.90 0.2261
H 0.44 0.71 -1.42 0.2297
H 1.55 -1.81 -1.01 0.2313
H -2.13 2.00 -0.89 0.2095
H -2.70 1.50 0.74 0.2185
H -2.59 0.40 -0.76 0.2047
H -1.44 -1.73 -1.28 0.1967
H -0.26 -1.30 -2.63 0.2220
H -1.72 -0.26 -2.20 0.2139
H -0.70 -2.64 -0.02 0.1125



No. 4
74
Properties=species:S:1:pos:R:3:lowdin_charge:R:1 method="wB97M-V/def2-TZVPD" homo_energy_ev=-7.2 total_energy_ha=-5922.401835 charge=0 homo_lumo_gap_ev=7.278 e_above_lowest_kcal_mol=32.69
Ti -0.28 0.24 0.25 0.9223
C 1.78 -5.42 3.71 -0.0513
C 1.15 -4.51 2.70 -0.2707
C -0.06 -4.80 2.07 -0.0364
C -0.66 -3.89 1.22 -0.0141
C -0.12 -2.62 0.97 -0.1813
N -0.78 -1.63 0.26 -0.0370
C -2.10 -1.71 -0.19 -0.2231
C -3.13 -2.32 0.54 -0.0263
C -4.44 -2.33 0.10 -0.0237
C -4.80 -1.75 -1.10 -0.2580
C -6.21 -1.77 -1.61 -0.0455
C -3.80 -1.12 -1.83 0.0269
C -2.48 -1.06 -1.39 -0.0665
C -1.44 -0.32 -2.23 -0.2686
O -0.38 0.17 -1.50 -0.2365
C -0.90 -1.27 -3.34 -0.5337
F -1.76 -1.32 -4.38 0.1573
F -0.76 -2.52 -2.89 0.1754
F 0.28 -0.86 -3.82 0.1739
C -2.00 0.98 -2.90 -0.5239
F -2.46 1.80 -1.93 0.1437
F -2.99 0.85 -3.79 0.1495
F -1.01 1.64 -3.53 0.1609
C 1.21 -2.42 1.44 -0.0501
C 1.79 -3.33 2.31 0.0198
C 2.04 -1.26 0.90 -0.2515
O 1.31 -0.07 0.87 -0.2581
C 2.54 -1.65 -0.54 -0.5355
F 1.54 -2.03 -1.33 0.1705
F 3.18 -0.65 -1.15 0.1460
F 3.39 -2.68 -0.48 0.1686
C 3.31 -0.90 1.72 -0.5439
F 4.26 -1.84 1.73 0.1527
F 2.96 -0.66 3.00 0.1605
F 3.87 0.22 1.24 0.1606
H 1.12 -6.26 3.95 0.0718
H 1.98 -4.88 4.64 0.0796
H 2.73 -5.82 3.35 0.0809
H -0.54 -5.75 2.26 0.1127
H -1.58 -4.18 0.72 0.1050
H -2.90 -2.76 1.50 0.1104
H -5.20 -2.80 0.72 0.1154
H -6.87 -2.32 -0.94 0.0740
H -6.26 -2.23 -2.60 0.0835
H -6.60 -0.75 -1.71 0.0828
H -4.07 -0.67 -2.78 0.1247
H 2.79 -3.16 2.69 0.1200
C -0.34 1.97 1.96 -0.1836
C -0.48 0.81 2.73 -0.1054
C -1.63 0.14 2.30 -0.1201
C -2.24 0.91 1.28 -0.1699
C -1.42 2.04 1.05 -0.2096
H 0.44 2.71 2.07 0.1008
H 0.19 0.49 3.51 0.1220
H -2.05 -0.75 2.75 0.1193
H -3.22 0.75 0.86 0.1233
H -1.68 2.88 0.44 0.1037
C 3.82 2.38 -3.03 -0.0331
N 2.70 3.30 -3.12 -0.1253
C 2.51 4.25 -4.10 -0.0431
C 1.35 4.88 -3.82 -0.0433
N 0.85 4.31 -2.67 -0.1204
C -0.38 4.69 -2.00 -0.0224
C 1.68 3.34 -2.23 -0.6409
Se 1.57 2.31 -0.71 0.8865
H 4.59 2.70 -3.72 0.0914
H 3.49 1.37 -3.27 0.0959
H 4.20 2.37 -2.01 0.0747
H 3.21 4.39 -4.90 0.1216
H 0.85 5.68 -4.34 0.1222
H -0.55 5.76 -2.12 0.0960
H -0.28 4.44 -0.95 0.0591
H -1.23 4.14 -2.41 0.0864